39
Properties=species:S:1:pos:R:3:mulliken_charge:R:1 method="wB97M-V/def2-TZVPD" s_squared=6.0449 total_charge=+2 homo_ev="-14.0 / -15.9" spin_multiplicity=5 fmax_ev_per_a=4.3
H -0.07270 -0.94645 4.64441 0.30
C 1.01389 1.55262 -4.76948 -0.61
H 3.24168 -1.07161 1.30856 0.33
C 2.77563 -0.11377 1.02511 -0.93
C -0.77014 0.92130 3.89623 -0.81
C -0.78981 -0.54649 3.92529 -0.71
C 0.62919 -2.99074 -4.54023 -0.62
C 0.52402 -0.72342 -3.70854 0.69
H -0.43164 1.38362 2.96819 0.17
C 0.15401 -2.55296 -2.22360 0.06
H 1.44002 3.59690 -5.33971 0.45
N 0.29651 -1.22686 -2.46163 -0.22
H -0.06293 -2.82530 -1.18769 0.52
H 0.27174 2.88333 -1.21603 0.54
H 0.79213 -3.70517 -5.35078 0.46
C 0.76044 -1.61883 -4.75967 -0.54
H -0.13611 1.30810 4.69451 0.33
C -1.50357 -0.06656 -0.65989 -1.28
C 2.29050 -0.17784 -0.38210 0.56
C 1.12673 2.92037 -4.53820 -0.56
H 1.95468 0.08743 1.72495 0.21
H -1.64989 0.20441 0.39800 0.45
O 2.98311 -0.34493 -1.39311 -0.51
Os 0.45390 0.07241 -0.87786 1.07
H -0.57802 -0.98525 2.94657 0.10
C 0.61762 0.71219 -3.72073 0.56
C 0.85859 3.44870 -3.26928 -0.59
C 0.30462 -3.45422 -3.26277 -0.61
H -1.77071 1.30636 4.13540 0.31
H 1.06934 -1.19598 -5.70667 0.43
H -1.75267 -0.93654 4.24731 0.34
H 3.51497 0.69790 1.12504 0.34
H 0.18690 -4.51476 -3.03920 0.44
H 0.94664 4.51160 -3.04051 0.45
H -2.03896 0.66538 -1.29118 0.32
N 0.42380 1.26078 -2.48168 -0.22
C 0.48791 2.59203 -2.24446 -0.02
H 1.24966 1.08135 -5.72167 0.43
H -1.88926 -1.08280 -0.84140 0.41